{
  "formula": "C31H70ClFI2NO14P5Si",
  "method": "wB97M-V/def2-TZVPD",
  "symbols": ["C", "C", "P", "C", "C", "C", "C", "O", "F", "O", "C", "Cl", "C", "C", "O", "Si", "C", "C", "C", "P", "O", "C", "C", "O", "O", "N", "C", "I", "C", "C", "I", "P", "C", "C", "H", "H", "H", "H", "H", "H", "H", "H", "H", "H", "H", "H", "H", "H", "H", "H", "H", "H", "H", "H", "H", "H", "H", "H", "H", "H", "H", "H", "H", "H", "H", "H", "H", "H", "H", "H", "H", "H", "H", "H", "O", "P", "O", "C", "C", "O", "C", "C", "O", "C", "C", "H", "H", "H", "H", "H", "H", "H", "H", "H", "H", "H", "H", "H", "H", "H", "O", "P", "O", "C", "C", "O", "C", "C", "O", "C", "C", "H", "H", "H", "H", "H", "H", "H", "H", "H", "H", "H", "H", "H", "H", "H"],
  "coordinates": [[4.345, -2.059, -1.295], [4.286, -0.461, -1.508], [2.542, 0.265, -1.692], [2.958, 1.907, -2.649], [1.633, 0.671, -0.052], [0.757, 1.992, -0.496], [-0.621, 2.195, 0.249], [-0.838, 3.265, 0.883], [-1.754, 1.314, 0.190], [0.656, -0.282, 0.387], [0.121, -1.273, -0.457], [-0.745, -0.687, -2.002], [0.995, -2.612, -0.698], [0.177, -3.956, -0.998], [-0.774, -3.890, -2.078], [-0.131, -4.135, -3.654], [-0.840, -5.732, -4.498], [-0.788, -2.670, -4.756], [1.763, -4.128, -3.849], [-1.405, -1.900, 0.588], [-2.615, -2.258, -0.316], [2.549, 0.988, 1.272], [3.450, 2.306, 1.136], [4.395, 2.329, 0.038], [5.279, 3.347, 0.212], [1.784, 1.105, 2.535], [1.398, 2.345, 3.130], [2.864, 3.231, 4.589], [0.194, 2.066, 4.214], [0.751, 1.132, 5.444], [-1.648, 1.259, 3.537], [3.657, -0.542, 1.743], [3.119, -1.366, 3.342], [5.461, -0.098, 1.977], [3.788, -2.441, -0.379], [5.451, -2.391, -1.337], [3.827, -2.540, -2.209], [4.798, -0.276, -2.534], [4.963, 0.009, -0.732], [2.907, 2.825, -1.980], [3.920, 1.796, -3.253], [2.079, 2.003, -3.397], [0.455, 1.837, -1.608], [1.359, 2.956, -0.472], [1.600, -2.410, -1.666], [1.670, -2.789, 0.211], [0.975, -4.756, -1.278], [-0.332, -4.427, -0.068], [-1.933, -5.908, -4.200], [-0.202, -6.661, -4.297], [-0.811, -5.533, -5.640], [-0.069, -1.790, -4.528], [-0.642, -2.909, -5.866], [-1.844, -2.343, -4.474], [2.059, -5.147, -4.318], [2.201, -3.304, -4.506], [2.355, -4.089, -2.853], [-0.999, -3.010, 1.437], [-1.867, -0.886, 1.493], [2.843, 3.291, 1.034], [4.133, 2.322, 2.073], [5.126, 3.953, -0.562], [1.113, 0.371, 2.752], [1.177, 3.221, 2.437], [0.016, 3.100, 4.705], [-0.093, 0.382, 5.707], [1.648, 0.491, 5.140], [0.919, 1.739, 6.405], [3.488, -0.807, 4.278], [1.988, -1.537, 3.321], [3.599, -2.420, 3.370], [5.754, -0.351, 3.069], [6.092, -0.824, 1.330], [5.791, 0.957, 1.713], [0.789, 2.659, -6.428], [0.517, 2.274, -7.886], [-0.438, 0.958, -7.565], [-1.707, 1.161, -6.964], [-2.688, 1.792, -7.933], [1.940, 1.466, -8.146], [3.078, 1.704, -7.332], [3.130, 0.714, -6.184], [0.223, 1.973, -9.554], [-0.266, 3.061, -10.333], [0.505, 4.347, -10.107], [-1.608, 1.767, -6.058], [-2.078, 0.178, -6.662], [-2.414, 2.833, -8.131], [-3.700, 1.784, -7.522], [-2.688, 1.263, -8.889], [3.100, 2.738, -6.978], [3.964, 1.572, -7.961], [2.200, 0.705, -5.610], [3.955, 0.948, -5.509], [3.267, -0.302, -6.566], [-1.328, 3.209, -10.124], [-0.179, 2.767, -11.382], [0.348, 4.727, -9.090], [0.176, 5.119, -10.806], [1.579, 4.186, -10.232], [-6.322, -1.065, 9.444], [-5.306, -0.414, 8.499], [-4.071, -1.485, 8.773], [-4.217, -2.826, 8.337], [-4.141, -2.933, 6.826], [-4.809, 0.780, 9.533], [-5.619, 1.192, 10.626], [-5.247, 0.433, 11.887], [-4.271, 0.355, 7.362], [-4.786, 0.558, 6.050], [-6.185, 1.145, 6.043], [-5.155, -3.250, 8.711], [-3.399, -3.399, 8.782], [-5.033, -2.496, 6.366], [-4.080, -3.978, 6.512], [-3.272, -2.394, 6.440], [-6.681, 1.090, 10.389], [-5.436, 2.259, 10.783], [-5.272, -0.648, 11.735], [-5.923, 0.687, 12.705], [-4.225, 0.679, 12.189], [-4.764, -0.386, 5.500], [-4.104, 1.245, 5.541], [-6.913, 0.433, 6.449], [-6.492, 1.394, 5.025], [-6.232, 2.047, 6.661]],
  "total_energy_ha": -5482.65752,
  "charge": 0,
  "smiles": "CCP(C)[C@@](CC(=O)F)(O[C@@](Cl)(CCO[Si](C)(C)C)[PH2]=O)[C@@](COO)(N[C@H](I)[C@H](C)I)P(C)C.CCOP(=O)(OCC)OCC.CCOP(=O)(OCC)OCC",
  "fmax_ev_per_a": 9.28,
  "homo_lumo_gap_ev": 6.373
}

{
  "formula": "C31H70F18N8O17S6",
  "method": "wB97M-V/def2-TZVPD",
  "symbols": ["C", "N", "C", "C", "C", "C", "O", "H", "H", "H", "H", "H", "H", "H", "H", "H", "H", "H", "H", "H", "H", "C", "N", "C", "C", "C", "C", "O", "H", "H", "H", "H", "H", "H", "H", "H", "H", "H", "H", "H", "H", "H", "C", "N", "C", "C", "C", "C", "O", "H", "H", "H", "H", "H", "H", "H", "H", "H", "H", "H", "H", "H", "H", "C", "N", "C", "C", "C", "C", "O", "H", "H", "H", "H", "H", "H", "H", "H", "H", "H", "H", "H", "H", "H", "C", "N", "C", "C", "C", "C", "O", "H", "H", "H", "H", "H", "H", "H", "H", "H", "H", "H", "H", "H", "H", "C", "F", "F", "F", "S", "O", "O", "N", "S", "O", "O", "C", "F", "F", "F", "C", "F", "F", "F", "S", "O", "O", "N", "S", "O", "O", "C", "F", "F", "F", "C", "F", "F", "F", "S", "O", "O", "N", "S", "O", "O", "C", "F", "F", "F"],
  "coordinates": [[4.305, -3.602, -0.229], [4.384, -2.373, 0.725], [4.380, -1.076, -0.045], [3.092, -2.430, 1.485], [5.663, -2.522, 1.671], [7.044, -2.310, 0.946], [7.227, -0.980, 0.677], [3.396, -3.441, -0.809], [4.276, -4.555, 0.298], [5.244, -3.653, -0.782], [3.472, -0.832, -0.597], [5.166, -0.973, -0.794], [4.639, -0.185, 0.527], [3.131, -1.605, 2.196], [2.705, -3.294, 2.026], [2.312, -2.168, 0.770], [5.476, -3.442, 2.225], [5.463, -1.865, 2.518], [7.142, -2.894, 0.031], [7.920, -2.659, 1.493], [8.063, -0.931, 0.206], [-3.996, 1.325, -0.477], [-3.839, 2.710, -1.134], [-5.250, 3.038, -1.673], [-3.431, 3.693, -0.018], [-2.750, 2.556, -2.283], [-2.173, 3.852, -2.881], [-3.077, 4.739, -3.352], [-4.422, 0.663, -1.231], [-4.734, 1.334, 0.326], [-3.042, 0.926, -0.132], [-5.217, 4.012, -2.163], [-6.043, 2.857, -0.947], [-5.411, 2.317, -2.474], [-2.369, 3.570, 0.195], [-4.005, 3.505, 0.890], [-3.546, 4.606, -0.601], [-3.083, 1.876, -3.067], [-1.995, 1.954, -1.779], [-1.810, 3.606, -3.879], [-1.326, 4.292, -2.355], [-2.535, 5.288, -3.923], [-0.087, -3.213, -2.159], [-1.565, -2.805, -2.314], [-2.492, -3.991, -2.123], [-1.891, -1.633, -1.236], [-1.686, -2.387, -3.684], [-2.961, -1.763, -4.141], [-3.374, -0.591, -3.590], [0.465, -2.304, -1.921], [0.254, -3.786, -3.022], [-0.147, -3.788, -1.235], [-2.279, -4.866, -2.737], [-3.515, -3.648, -2.282], [-2.438, -4.272, -1.072], [-1.514, -1.991, -0.278], [-2.955, -1.407, -1.303], [-1.251, -0.809, -1.550], [-1.473, -3.238, -4.330], [-0.866, -1.690, -3.855], [-3.736, -2.522, -4.252], [-2.993, -1.657, -5.226], [-4.312, -0.404, -3.668], [-0.067, -2.041, 8.116], [-0.030, -2.593, 6.701], [-1.352, -3.358, 6.314], [0.014, -1.360, 5.760], [1.294, -3.453, 6.576], [1.704, -3.615, 5.065], [0.772, -4.404, 4.387], [-0.846, -1.279, 8.127], [0.852, -1.538, 8.416], [-0.161, -2.867, 8.821], [-2.196, -2.754, 6.648], [-1.270, -4.309, 6.842], [-1.223, -3.557, 5.250], [-0.836, -0.709, 5.963], [0.082, -1.569, 4.693], [0.880, -0.791, 6.099], [1.347, -4.420, 7.076], [2.045, -2.857, 7.095], [2.647, -4.158, 5.135], [1.908, -2.607, 4.705], [1.192, -4.995, 3.757], [1.897, 8.194, -1.845], [2.438, 6.713, -1.812], [1.453, 5.630, -2.159], [3.455, 6.588, -2.914], [3.180, 6.475, -0.441], [2.401, 6.328, 0.861], [1.110, 6.962, 0.876], [0.993, 8.335, -1.253], [1.642, 8.379, -2.888], [2.700, 8.921, -1.719], [1.985, 4.684, -2.253], [0.840, 5.775, -3.048], [0.811, 5.550, -1.281], [4.233, 7.304, -2.650], [3.036, 6.779, -3.901], [3.868, 5.579, -2.916], [4.014, 7.173, -0.359], [3.680, 5.544, -0.710], [2.949, 6.745, 1.706], [2.155, 5.299, 1.122], [1.099, 7.548, 1.636], [-6.109, 2.415, 4.735], [-5.591, 3.663, 4.359], [-5.101, 1.697, 5.063], [-6.947, 2.492, 5.713], [-6.996, 1.644, 3.090], [-8.387, 2.125, 3.033], [-6.155, 2.095, 2.026], [-6.946, -0.035, 3.391], [-6.566, -0.731, 2.099], [-7.521, -0.714, 0.997], [-5.167, -0.563, 1.761], [-6.598, -2.641, 2.752], [-6.631, -3.500, 1.753], [-5.552, -2.877, 3.517], [-7.640, -2.890, 3.541], [3.719, -1.443, -4.814], [5.050, -1.525, -4.744], [3.356, -0.687, -3.875], [3.259, -0.921, -5.986], [2.936, -3.183, -4.655], [3.193, -3.582, -3.262], [1.527, -2.926, -4.928], [3.795, -4.083, -5.712], [2.782, -4.888, -6.418], [2.149, -5.850, -5.560], [1.906, -4.141, -7.305], [3.859, -5.963, -7.651], [4.815, -5.178, -8.056], [4.339, -6.998, -7.017], [3.097, -6.454, -8.670], [-1.933, 0.175, 2.501], [-2.517, -0.828, 1.833], [-2.524, 1.312, 2.298], [-1.860, -0.257, 3.793], [-0.102, 0.320, 1.924], [0.416, 1.364, 2.759], [0.430, -1.033, 2.109], [-0.213, 0.859, 0.271], [1.171, 1.533, 0.092], [1.161, 3.020, 0.211], [2.382, 0.981, 0.700], [1.332, 1.225, -1.852], [2.497, 1.713, -2.257], [1.212, -0.039, -2.248], [0.347, 1.868, -2.507]],
  "total_energy_ha": -7126.01219,
  "charge": 2,
  "fmax_ev_per_a": 9.06,
  "homo_lumo_gap_ev": 7.499
}

{
  "formula": "C31H70F9NaO23S3",
  "method": "wB97M-V/def2-TZVPD",
  "symbols": ["Na", "C", "F", "F", "F", "S", "O", "O", "O", "C", "F", "F", "F", "S", "O", "O", "O", "C", "F", "F", "F", "S", "O", "O", "O", "C", "O", "C", "C", "O", "C", "H", "H", "H", "H", "H", "H", "H", "H", "H", "H", "C", "O", "C", "C", "O", "C", "H", "H", "H", "H", "H", "H", "H", "H", "H", "H", "C", "O", "C", "C", "O", "C", "H", "H", "H", "H", "H", "H", "H", "H", "H", "H", "C", "O", "C", "C", "O", "C", "H", "H", "H", "H", "H", "H", "H", "H", "H", "H", "C", "O", "C", "C", "O", "C", "H", "H", "H", "H", "H", "H", "H", "H", "H", "H", "C", "O", "C", "C", "O", "C", "H", "H", "H", "H", "H", "H", "H", "H", "H", "H", "C", "O", "C", "C", "O", "C", "H", "H", "H", "H", "H", "H", "H", "H", "H", "H"],
  "coordinates": [[0.116, -0.399, 0.202], [-2.851, -4.447, 0.606], [-3.143, -5.758, 0.418], [-3.972, -3.690, 0.543], [-2.231, -4.298, 1.750], [-1.666, -3.859, -0.884], [-2.537, -3.860, -2.025], [-1.196, -2.563, -0.383], [-0.536, -4.812, -0.980], [3.912, 1.105, 2.673], [2.882, 1.447, 3.464], [4.186, 2.010, 1.657], [5.037, 0.852, 3.379], [3.408, -0.505, 1.730], [2.433, -0.117, 0.710], [4.620, -1.018, 1.101], [2.847, -1.409, 2.767], [-0.886, 1.651, -4.371], [0.085, 2.608, -4.419], [-1.977, 2.153, -3.627], [-1.408, 1.290, -5.552], [-0.285, -0.046, -3.529], [-1.486, -0.957, -3.473], [0.758, -0.575, -4.395], [0.176, 0.251, -2.157], [-2.852, 5.883, 0.628], [-2.137, 7.082, 0.294], [-0.695, 7.036, 0.658], [0.071, 6.315, -0.501], [-0.391, 5.024, -0.621], [0.154, 4.312, -1.685], [-2.690, 5.399, 1.592], [-2.832, 5.211, -0.230], [-3.925, 6.074, 0.612], [-0.526, 6.477, 1.578], [-0.284, 8.037, 0.795], [1.111, 6.364, -0.177], [-0.118, 6.937, -1.376], [1.229, 4.208, -1.537], [0.117, 4.780, -2.669], [-0.253, 3.302, -1.752], [0.187, 1.409, 5.505], [-0.639, 0.560, 6.266], [-1.246, 1.156, 7.386], [-2.603, 0.575, 7.822], [-3.619, 0.685, 6.794], [-4.983, 0.570, 7.365], [0.718, 0.972, 4.659], [1.039, 1.684, 6.126], [-0.384, 2.264, 5.143], [-1.389, 2.236, 7.343], [-0.458, 1.029, 8.130], [-2.903, 1.180, 8.676], [-2.450, -0.383, 8.319], [-5.289, 1.404, 7.996], [-5.016, -0.349, 7.950], [-5.657, 0.483, 6.512], [8.749, -2.488, -2.589], [7.449, -2.822, -2.375], [6.645, -2.901, -3.595], [5.222, -3.475, -3.366], [4.577, -2.651, -2.393], [3.153, -2.847, -2.422], [9.247, -3.182, -3.266], [9.224, -2.487, -1.608], [8.918, -1.442, -2.848], [7.096, -3.501, -4.386], [6.575, -1.949, -4.121], [5.265, -4.510, -3.025], [4.701, -3.460, -4.323], [2.764, -2.650, -1.423], [2.766, -3.813, -2.746], [2.703, -2.069, -3.039], [-2.243, -0.149, 3.619], [-2.587, -1.128, 2.638], [-3.341, -0.805, 1.475], [-3.308, 0.602, 1.008], [-1.872, 0.970, 0.934], [-1.625, 2.380, 0.692], [-1.556, 0.659, 3.372], [-1.784, -0.747, 4.407], [-3.108, 0.295, 4.112], [-4.372, -1.102, 1.669], [-3.002, -1.514, 0.720], [-3.825, 1.232, 1.732], [-3.909, 0.695, 0.104], [-2.238, 2.799, -0.105], [-0.607, 2.396, 0.304], [-1.669, 2.979, 1.601], [3.593, 1.052, -2.930], [4.152, 0.779, -4.170], [5.283, 1.580, -4.596], [5.699, 1.191, -6.103], [4.551, 1.103, -6.939], [4.853, 1.112, -8.327], [3.390, 2.100, -2.710], [3.994, 0.608, -2.019], [2.606, 0.635, -3.127], [6.157, 1.211, -4.059], [5.117, 2.651, -4.484], [6.238, 0.251, -6.221], [6.340, 2.022, -6.399], [5.293, 2.079, -8.572], [4.063, 0.864, -9.037], [5.682, 0.429, -8.514], [-4.889, -1.123, -2.077], [-5.920, -1.164, -2.979], [-5.977, -0.018, -3.785], [-6.780, -0.238, -5.104], [-8.090, -0.771, -4.921], [-8.902, -0.606, -6.073], [-4.893, -0.266, -1.403], [-3.930, -1.145, -2.593], [-5.154, -2.035, -1.541], [-5.025, 0.283, -4.222], [-6.341, 0.828, -3.201], [-6.242, -0.741, -5.907], [-6.824, 0.801, -5.430], [-9.991, -0.593, -6.019], [-8.553, -1.445, -6.674], [-8.665, 0.295, -6.640], [0.740, -5.319, 3.299], [1.247, -4.167, 3.854], [0.325, -3.671, 4.818], [0.971, -2.374, 5.363], [2.297, -2.530, 5.841], [2.348, -2.892, 7.207], [0.671, -6.113, 4.043], [1.337, -5.545, 2.415], [-0.255, -5.239, 2.861], [0.209, -4.324, 5.683], [-0.554, -3.361, 4.254], [0.386, -1.842, 6.112], [0.942, -1.575, 4.622], [1.881, -3.861, 7.384], [1.681, -2.309, 7.841], [3.358, -2.891, 7.617]],
  "total_energy_ha": -5209.08407,
  "charge": -2,
  "fmax_ev_per_a": 4.16,
  "homo_lumo_gap_ev": 7.280
}